Computed, not measured: 10 unconnected molecules or ions with the total composition H20O10, with ωB97M-V/def2-TZVPD.

Geometry as XYZ:
```
30
Properties=species:S:1:pos:R:3:forces:R:3:nbo_charge:R:1
O 3.753 8.143 17.840 -0.296 -0.046 0.223 -0.974
H 3.947 8.307 16.892 -0.753 0.254 0.946 0.493
H 2.922 8.582 18.118 0.906 -0.297 -0.813 0.465
O 6.952 9.302 18.517 1.076 0.182 1.160 -0.948
H 7.856 9.401 18.871 -0.710 0.004 -0.038 0.445
H 7.095 9.095 17.590 -0.328 0.215 -0.298 0.472
O 5.956 6.406 16.163 -0.657 0.105 0.283 -0.965
H 6.802 6.300 15.716 0.515 -0.115 -0.324 0.496
H 5.327 6.085 15.512 -0.238 -0.080 0.108 0.470
O 8.166 6.569 14.743 0.374 -1.938 0.941 -0.997
H 8.341 7.238 14.094 0.455 1.269 -1.139 0.511
H 8.896 5.933 14.652 -0.457 0.340 0.066 0.483
O 3.841 9.112 15.277 0.079 -0.065 -0.713 -0.955
H 3.795 10.055 15.099 -0.038 0.341 0.301 0.493
H 4.039 8.731 14.414 0.000 -0.145 0.062 0.478
O 9.560 8.646 16.121 0.839 0.194 0.340 -0.963
H 10.424 9.066 16.265 -0.443 -0.050 -0.025 0.491
H 9.473 8.020 16.849 0.065 -0.144 -0.035 0.489
O 5.437 11.701 15.764 0.314 1.338 0.313 -0.973
H 6.021 12.249 16.338 -0.754 -0.637 -0.621 0.483
H 5.801 10.826 15.832 0.360 -0.844 0.466 0.486
O 6.835 8.983 15.915 1.842 0.072 -0.360 -1.024
H 7.762 8.605 15.851 -1.316 0.726 -0.160 0.512
H 6.275 8.217 16.073 -0.661 -0.800 -0.054 0.522
O 8.917 8.620 13.172 -0.137 -0.375 -0.254 -0.977
H 8.113 9.177 13.234 0.353 0.087 -0.473 0.503
H 9.578 9.038 13.721 0.133 0.136 0.182 0.473
O 6.780 10.051 13.473 0.359 -0.012 -1.878 -0.979
H 6.063 10.644 13.328 -0.637 0.823 -0.250 0.494
H 6.801 9.869 14.390 -0.244 -0.538 2.043 0.495
```
Forces are in eV/Å.

Total energy ... -764.39181 Eh
Total charge ... 0
LUMO level ... -0.1 eV
Spin multiplicity ... 1
Structure (SMILES) ... O.O.O.O.O.O.O.O.O.O
Energy above the lowest of the compared OMol25 structures with the same formula, charge and spin ... 56.54 kcal/mol
Max |F| ... 2.2 eV Å⁻¹
Gap between HOMO and LUMO ... 9.972 eV